A structure of composition C5H7N6 at a distorted geometry, computed with the ωB97M-V functional and the def2-TZVPD basis.

The net charge is +1. As for the total energy: -522.9000 Ha. Its gap between HOMO and LUMO (spin up / spin down) is 8.451 / 8.452 eV. The multiplicity is 1. The LUMO energy (spin up / spin down) is -5.666 / -5.666 eV.

```
18
C5H7N6 (the ωB97M-V functional and the def2-TZVPD basis)
C -2.2566 -1.0619 -0.6617
C -0.5707 -0.1377 0.1219
C 2.0652 -1.1984 -0.3512
C 0.8299 0.4700 0.1959
C 0.8421 1.9710 0.4144
N -1.0304 -0.8491 -0.9823
N -1.5019 0.0448 1.0325
N 1.6030 -1.4870 0.8738
N 0.8948 -0.5064 1.2482
N -2.5499 -0.5085 0.5490
N 1.5178 -0.0986 -0.8465
H -3.0002 -1.5230 -1.1933
H 2.6605 -2.0096 -0.8821
H -0.1698 2.3550 0.0827
H 1.5641 2.4092 -0.3226
H 0.9765 2.1849 1.4914
H -3.4489 -0.2876 0.9470
H 1.5746 0.2330 -1.7170
```

Just the Löwdin charges please, in e? Sure, here they are: -0.1045, -0.3332, -0.0100, -0.4488, 0.0538, 0.1774, 0.1516, 0.1083, 0.1642, 0.0694, 0.2176, 0.1139, 0.1862, 0.1142, 0.1087, 0.1129, 0.1803, 0.1381